Entry from the Open Molecules 2025 dataset: C11H14BF3N6W as an isolated structure (ωB97M-V/def2-TZVPD).

Summary:
spin multiplicity = 3
net charge = +4
orbital gap (alpha / beta) = 6.8 / 4.7 eV

Cartesian coordinates (Å):
C: 2.99 -0.27 0.74
N: 1.72 -0.16 0.24
N: 1.82 -0.09 -1.16
C: 3.11 -0.04 -1.49
C: 3.88 -0.16 -0.34
B: 0.55 0.05 -2.05
N: -0.43 -1.10 -1.64
N: -0.84 -1.27 -0.32
C: -1.72 -2.32 -0.28
C: -1.91 -2.76 -1.59
C: -1.11 -1.97 -2.41
W: -0.12 0.09 1.07
N: -0.16 1.38 -1.64
N: -0.58 1.56 -0.31
C: -1.17 2.79 -0.23
C: -1.11 3.39 -1.49
C: -0.48 2.48 -2.33
H: -1.59 3.15 0.70
H: -0.23 2.58 -3.38
H: -1.46 4.37 -1.77
H: 0.80 0.01 -3.22
H: -1.02 -1.95 -3.48
H: 3.41 0.12 -2.51
H: -2.58 -3.54 -1.93
H: 4.96 -0.17 -0.30
H: -2.14 -2.68 0.65
H: 3.16 -0.39 1.79
H: -2.54 -0.63 2.39
C: -2.03 -1.40 2.97
H: -2.59 -2.34 2.87
H: -0.99 -1.58 2.59
H: -1.98 -1.10 4.02
F: 1.03 -0.16 3.89
C: 0.48 0.85 3.09
F: -0.55 1.40 3.84
F: 1.46 1.83 3.00